Record 1
{"formula": "C5H5NO", "method": "ωB97M-V/def2-TZVPD", "symbols": ["C", "C", "C", "C", "N", "O", "C", "H", "H", "H", "H", "H"], "positions_angstrom": [[-0.33897, -0.09031, -2.48876], [-0.45569, -0.44312, -1.31810], [-0.54609, -0.34119, 0.24144], [0.82220, -0.98728, 0.70459], [1.63000, -0.18227, 1.34327], [1.10495, 1.18197, 1.12293], [-0.29912, 1.08823, 0.63627], [-0.43414, -0.21404, -3.47349], [-1.30615, -0.96741, 0.67714], [1.15516, -2.05967, 0.83025], [-0.63158, 1.98441, -0.03252], [-0.70057, 1.03069, 1.75698]], "forces_ev_per_angstrom": [[-0.370, -1.455, 5.293], [-0.522, 1.450, 0.000], [3.651, -1.637, -4.113], [1.236, 0.766, 2.928], [-2.608, 0.794, -2.665], [0.578, -1.272, -0.918], [-0.468, 0.433, 4.659], [0.015, 0.108, -3.412], [-0.736, 0.479, -0.035], [-0.984, 1.139, -0.655], [0.826, -1.979, 1.353], [-0.619, 1.175, -2.434]], "nbo_charge": [-0.23, -0.01, -0.35, 0.03, -0.07, -0.41, -0.11, 0.22, 0.26, 0.23, 0.25, 0.20], "fmax_ev_per_a": 5.7, "de_lowest_kcal_mol": 128.8, "orbital_gap_ha": 0.380, "e_homo_ha": -0.3511, "smiles": "C#C[C@H]1C=NOC1"}



Record 2
{"formula": "C20H19AsClIO2Pd", "method": "ωB97M-V/def2-TZVPD", "symbols": ["Pd", "I", "C", "C", "C", "C", "C", "C", "C", "C", "C", "C", "H", "H", "H", "H", "H", "H", "Cl", "C", "C", "C", "C", "C", "C", "C", "O", "O", "H", "H", "H", "H", "C", "As", "C", "C", "H", "H", "H", "H", "H", "H", "H", "H", "H"], "positions_angstrom": [[-0.20438, -0.81521, -0.49151], [-1.95661, -2.47728, -1.35448], [0.37512, -0.04749, -2.09304], [-0.45513, 0.69566, -2.88426], [0.05025, 1.87382, -3.49983], [1.32033, 2.30524, -3.26185], [2.20707, 1.53270, -2.46540], [3.51821, 1.95580, -2.13828], [4.33973, 1.17714, -1.37569], [3.93425, -0.11572, -0.97623], [2.68068, -0.55518, -1.29753], [1.75582, 0.29365, -1.96278], [-1.49772, 0.42816, -2.98618], [-0.61634, 2.46692, -4.11322], [1.66771, 3.24412, -3.67492], [3.85775, 2.92172, -2.49307], [5.32970, 1.52529, -1.11264], [4.64034, -0.75511, -0.46468], [0.84845, -3.78909, 7.34440], [0.67088, -2.95031, 5.82689], [-0.56780, -2.92138, 5.20956], [-0.69852, -2.24700, 4.00480], [0.39994, -1.62894, 3.42036], [1.63567, -1.67450, 4.05589], [1.77704, -2.32824, 5.26884], [0.25052, -0.95712, 2.08995], [-0.88571, -0.60691, 1.67328], [1.30182, -0.83675, 1.38815], [-1.41171, -3.41595, 5.66989], [-1.65423, -2.19152, 3.50018], [2.48354, -1.19036, 3.58986], [2.72943, -2.35894, 5.77963], [4.01190, -3.20416, -1.33781], [2.23983, -2.41708, -1.19418], [1.50093, -2.98617, -2.86933], [1.59032, -3.48487, 0.26454], [4.54305, -3.12440, -0.39061], [4.58038, -2.70534, -2.11886], [3.89288, -4.25861, -1.58227], [2.02891, -2.45622, -3.66024], [0.43655, -2.78123, -2.90590], [1.69267, -4.05572, -2.94535], [1.68349, -4.50479, -0.11135], [0.55921, -3.25344, 0.50133], [2.23745, -3.31690, 1.12039]], "forces_ev_per_angstrom": [[-1.250, -0.027, 1.558], [0.079, 0.171, -0.217], [0.552, 0.239, -0.661], [0.186, 0.128, -0.173], [-0.217, -0.166, 0.037], [0.126, 0.004, 0.037], [0.027, 0.083, -0.074], [-0.043, 0.039, -0.030], [0.058, -0.056, 0.056], [0.038, 0.004, -0.154], [-0.216, 0.215, 0.087], [-0.105, -0.046, -0.130], [-0.010, 0.023, 0.004], [0.013, 0.005, -0.006], [0.021, -0.002, 0.013], [0.001, -0.010, -0.011], [-0.003, -0.007, 0.009], [-0.002, 0.001, 0.019], [-0.014, 0.034, -0.063], [0.040, -0.049, 0.105], [-0.001, 0.021, -0.031], [-0.042, 0.039, 0.031], [-0.187, 0.109, 0.100], [0.024, -0.032, -0.020], [-0.012, 0.012, -0.030], [0.429, 0.111, -0.252], [0.235, -0.675, -0.090], [-0.092, 0.200, -0.047], [-0.001, 0.004, -0.007], [0.004, -0.006, 0.005], [-0.008, 0.007, -0.005], [-0.006, -0.010, 0.005], [-0.040, 0.003, 0.063], [0.705, -0.368, -0.139], [-0.049, 0.022, 0.022], [-0.114, 0.083, -0.024], [0.002, 0.021, -0.002], [-0.002, -0.020, -0.025], [0.014, -0.009, 0.003], [0.002, 0.014, -0.001], [-0.017, -0.020, -0.041], [-0.043, -0.013, -0.035], [-0.021, -0.036, 0.074], [-0.031, -0.061, 0.007], [-0.030, 0.021, 0.032]], "nbo_charge": [0.63, -0.44, 0.00, -0.30, -0.19, -0.20, -0.05, -0.16, -0.21, -0.23, -0.23, -0.19, 0.24, 0.22, 0.21, 0.22, 0.22, 0.22, -0.01, -0.01, -0.25, -0.15, -0.19, -0.11, -0.27, 0.75, -0.72, -0.79, 0.23, 0.24, 0.23, 0.23, -0.97, 1.62, -0.96, -0.92, 0.24, 0.25, 0.24, 0.25, 0.29, 0.24, 0.24, 0.27, 0.26], "fmax_ev_per_a": 2.0, "de_lowest_kcal_mol": 5.0, "orbital_gap_ha": 0.279, "e_homo_ha": -0.3006}



Record 3
{"formula": "C6H12O2S2", "method": "ωB97M-V/def2-TZVPD", "symbols": ["C", "C", "C", "C", "C", "C", "O", "O", "S", "S", "H", "H", "H", "H", "H", "H", "H", "H", "H", "H", "H", "H"], "positions_angstrom": [[0.10410, -2.22516, -0.56316], [-1.59886, 0.34696, 0.82469], [0.95568, -2.27015, 0.46373], [-0.65107, 0.99416, 0.10109], [1.15200, 0.68333, 2.12826], [-0.10509, 1.59814, -2.84337], [-1.35504, 3.23873, -1.25158], [0.72386, -3.06670, 1.58269], [0.98580, 1.39055, 0.42903], [-1.33272, 1.76380, -1.47337], [0.44741, -1.72774, -1.46512], [-0.80102, -2.63007, -0.62343], [-2.49092, 0.14377, 0.34354], [-1.48916, 0.27910, 1.85831], [2.03968, -2.15315, 0.31291], [0.20407, 0.97810, 2.59404], [1.91711, 1.32354, 2.51203], [1.36869, -0.40315, 2.44108], [0.92335, 1.66922, -2.39906], [-0.44268, 2.34857, -3.48642], [-0.37295, 0.67757, -3.33138], [-0.18224, -2.95943, 1.84549]], "forces_ev_per_angstrom": [[4.273, 2.286, 0.015], [2.546, 1.987, -1.545], [0.184, -2.576, -0.937], [-1.153, -0.193, -0.890], [-0.624, -0.360, 0.321], [0.417, -1.406, 2.651], [0.031, -0.343, 0.318], [0.753, 1.026, -0.046], [0.312, -1.001, 0.832], [-0.225, 0.160, -0.021], [0.004, 0.083, 0.125], [-3.732, -1.574, 0.281], [-1.856, -0.304, -0.596], [0.126, -0.880, 1.470], [-0.647, 0.727, 0.336], [0.446, -0.053, 0.240], [0.531, 0.196, 0.629], [-0.291, 1.447, -1.444], [-0.909, 0.017, -1.006], [0.031, 1.601, -0.806], [0.537, -0.745, -0.071], [-0.754, -0.096, 0.143]], "nbo_charge": [-0.48, -0.44, 0.12, -0.39, -0.74, -0.80, -0.97, -0.70, 0.31, 1.21, 0.20, 0.19, 0.21, 0.20, 0.19, 0.22, 0.23, 0.24, 0.24, 0.24, 0.22, 0.47], "fmax_ev_per_a": 4.8, "de_lowest_kcal_mol": 116.4, "orbital_gap_ha": 0.339, "e_homo_ha": -0.3175}



Record 4
{"formula": "C7H10", "method": "ωB97M-V/def2-TZVPD", "symbols": ["C", "C", "C", "C", "C", "C", "C", "H", "H", "H", "H", "H", "H", "H", "H", "H", "H"], "positions_angstrom": [[1.62801, -0.40057, 1.18817], [2.37630, 0.11479, -0.01311], [1.22161, -0.83278, -0.17941], [0.01563, -0.28001, -0.92322], [-1.35595, -0.65808, -0.30494], [-1.43268, 0.75290, 0.32793], [-0.26853, 1.20579, -0.58553], [2.15955, -1.11841, 1.81669], [1.08728, 0.35714, 1.76506], [0.55995, 1.74604, -0.12383], [1.50378, -1.85326, -0.45148], [0.13040, -0.50502, -1.98882], [-1.35380, -1.51274, 0.38025], [-2.12722, -0.82596, -1.06594], [-2.38305, 1.28242, 0.21948], [-1.16633, 0.74130, 1.39060], [-0.59495, 1.78644, -1.45187]], "forces_ev_per_angstrom": [[0.113, 0.126, 0.006], [-0.356, -0.404, 0.280], [0.110, 0.042, -0.108], [0.158, -0.070, -0.108], [-0.038, -0.158, 0.002], [-0.137, 0.031, 0.117], [-0.068, 0.053, -0.061], [-0.114, 0.158, -0.173], [0.181, -0.200, -0.182], [-0.101, 0.095, 0.028], [-0.035, 0.196, 0.076], [0.015, 0.045, 0.163], [-0.004, 0.162, -0.091], [0.168, 0.063, 0.123], [0.156, -0.033, 0.020], [-0.024, 0.031, -0.187], [-0.024, -0.136, 0.094]], "nbo_charge": [-0.63, 0.23, -0.41, -0.20, -0.40, -0.40, -0.41, 0.26, 0.25, 0.21, 0.25, 0.21, 0.21, 0.21, 0.21, 0.20, 0.22], "fmax_ev_per_a": 0.6, "de_lowest_kcal_mol": 119.5, "orbital_gap_ha": 0.317, "e_homo_ha": -0.3280}



> Number 2 is which compound?

C20H19AsClIO2Pd



> What is the formula in the second record?

C20H19AsClIO2Pd